DFT (ωB97M-V with the def2-TZVPD basis set) results for 2 unconnected molecules or ions with the total composition C7H19N.

Multiplicity: 1
Kohn-Sham gap in eV: 10.5
SMILES: CCCC.CCCN
LUMO in eV: 1.186
Energy above the lowest of the compared OMol25 structures with the same formula, charge and spin in kJ/mol: 18.1

Atoms and positions in Å:
N: 0.24 2.18 2.15
C: -0.02 -2.42 -1.82
C: -1.58 0.66 1.55
C: -2.10 -0.77 1.59
C: 1.00 -0.15 -1.38
C: -0.19 0.78 2.13
C: 1.82 1.01 -1.94
C: 0.79 -1.28 -2.39
H: -2.25 1.32 2.12
H: 2.81 0.66 -2.24
H: 0.36 -2.74 -0.85
H: -0.01 -3.30 -2.46
H: 1.88 1.83 -1.23
H: 0.02 0.19 -1.04
H: -2.16 -1.16 2.61
H: 1.18 2.25 2.52
H: -1.48 -1.44 1.00
H: 1.77 -1.64 -2.73
H: 0.30 -0.85 -3.27
H: -0.15 0.30 3.11
H: 1.52 -0.56 -0.51
H: -3.12 -0.84 1.19
H: -1.07 -2.14 -1.66
H: 1.34 1.43 -2.82
H: -1.57 1.00 0.52
H: 0.53 0.24 1.49
H: -0.35 2.71 2.79

For reference, the Löwdin charges in units of e are: atom 1 (N): -0.013, atom 2 (C): -0.126, atom 3 (C): -0.277, atom 4 (C): -0.115, atom 5 (C): -0.294, atom 6 (C): -0.319, atom 7 (C): -0.110, atom 8 (C): -0.286, atom 9 (H): 0.107, atom 10 (H): 0.073, atom 11 (H): 0.070, atom 12 (H): 0.065, atom 13 (H): 0.066, atom 14 (H): 0.094, atom 15 (H): 0.067, atom 16 (H): 0.060, atom 17 (H): 0.059, atom 18 (H): 0.109, atom 19 (H): 0.109, atom 20 (H): 0.107, atom 21 (H): 0.098, atom 22 (H): 0.072, atom 23 (H): 0.069, atom 24 (H): 0.069, atom 25 (H): 0.094, atom 26 (H): 0.093, atom 27 (H): 0.060

DFT (ωB97M-V with the def2-TZVPD basis set) results for a single C7H19N4P molecule.

Multiplicity: 1
Kohn-Sham gap in eV: 9.0
SMILES: CN=[P@@]1(N(C)C)NCCCN1C
LUMO in eV: 0.864
Energy above the lowest of the compared OMol25 structures with the same formula, charge and spin in kJ/mol: 0.0

Atoms and positions in Å:
P: -0.59 -0.09 -0.27
N: 0.25 -0.90 -1.50
N: -1.99 -0.68 -0.23
N: 0.86 -0.48 1.21
N: -0.35 1.60 -0.62
C: 0.78 -2.17 -1.13
C: 0.00 -0.44 -2.82
C: -3.16 -0.22 0.55
C: 1.28 0.90 1.51
C: 0.05 -1.04 2.29
C: 1.89 1.46 0.32
C: 0.91 2.35 -0.43
H: 0.33 1.52 1.59
H: 1.84 -1.95 -1.33
H: 0.27 0.60 -2.93
H: 0.68 -1.31 3.05
H: 0.62 -2.32 0.00
H: -0.74 -0.43 2.77
H: 1.40 2.49 -1.38
H: 2.21 0.77 -0.52
H: 1.98 0.87 2.33
H: -0.54 -1.88 1.85
H: -2.93 -0.39 1.55
H: 2.94 1.87 0.49
H: 0.50 -3.12 -1.54
H: -1.14 -0.38 -2.94
H: 0.47 -0.98 -3.54
H: -3.15 0.83 0.46
H: 0.78 3.22 0.23
H: -1.24 2.03 -0.60
H: -3.99 -0.83 0.21

For reference, the Löwdin charges in units of e are: atom 1 (P): 0.784, atom 2 (N): -0.366, atom 3 (N): -0.211, atom 4 (N): -0.195, atom 5 (N): -0.111, atom 6 (C): -0.140, atom 7 (C): -0.124, atom 8 (C): -0.165, atom 9 (C): -0.311, atom 10 (C): -0.192, atom 11 (C): -0.255, atom 12 (C): -0.235, atom 13 (H): 0.116, atom 14 (H): 0.084, atom 15 (H): 0.058, atom 16 (H): 0.039, atom 17 (H): 0.080, atom 18 (H): 0.077, atom 19 (H): 0.096, atom 20 (H): 0.119, atom 21 (H): 0.118, atom 22 (H): 0.078, atom 23 (H): 0.027, atom 24 (H): 0.133, atom 25 (H): 0.064, atom 26 (H): 0.098, atom 27 (H): 0.043, atom 28 (H): 0.042, atom 29 (H): 0.119, atom 30 (H): 0.061, atom 31 (H): 0.068

DFT (ωB97M-V with the def2-TZVPD basis set) results for 3 unconnected molecules or ions with the total composition C7H19N5.

Multiplicity: 1
Kohn-Sham gap in eV: 9.4
LUMO in eV: -5.618
Total charge: +2
Energy above the lowest of the compared OMol25 structures with the same formula, charge and spin in kJ/mol: 171.6

Atoms and positions in Å:
N: 4.98 -0.45 -0.71
N: 2.51 0.01 0.35
N: -4.69 0.14 -0.98
N: -2.22 0.90 -0.92
N: -0.32 0.34 0.41
C: -5.54 -0.97 1.07
C: 1.60 -1.13 0.50
C: -1.57 0.18 -0.09
C: -5.21 -0.46 -0.05
C: 1.92 0.94 -0.60
C: 0.60 1.48 0.08
C: 0.34 -0.63 1.19
H: 0.20 2.29 -0.58
H: -5.02 0.11 -1.96
H: -6.12 -0.46 1.82
H: 1.62 0.50 -1.55
H: -3.28 0.71 -1.18
H: -1.85 1.71 -1.55
H: -2.11 -0.68 0.33
H: 5.62 -0.97 -0.20
H: 4.81 -0.71 -1.64
H: 1.87 -1.91 1.13
H: 2.47 1.79 -0.78
H: 2.65 0.48 1.22
H: 1.32 -1.51 -0.48
H: 3.95 -0.29 -0.09
H: 0.77 -0.09 2.17
H: 0.94 1.80 1.18
H: 5.46 0.48 -0.76
H: -5.40 -2.10 1.14
H: -0.28 -1.50 1.53

For reference, the Löwdin charges in units of e are: atom 1 (N): 0.238, atom 2 (N): -0.084, atom 3 (N): 0.106, atom 4 (N): 0.153, atom 5 (N): -0.101, atom 6 (C): 0.044, atom 7 (C): -0.143, atom 8 (C): -0.126, atom 9 (C): -0.224, atom 10 (C): -0.152, atom 11 (C): -0.063, atom 12 (C): -0.161, atom 13 (H): 0.138, atom 14 (H): 0.136, atom 15 (H): 0.082, atom 16 (H): 0.136, atom 17 (H): 0.070, atom 18 (H): 0.192, atom 19 (H): 0.166, atom 20 (H): 0.093, atom 21 (H): 0.110, atom 22 (H): 0.107, atom 23 (H): 0.098, atom 24 (H): 0.124, atom 25 (H): 0.137, atom 26 (H): 0.137, atom 27 (H): 0.176, atom 28 (H): 0.173, atom 29 (H): 0.159, atom 30 (H): 0.120, atom 31 (H): 0.158

DFT (ωB97M-V with the def2-TZVPD basis set) results for a molecular structure, C7H19O6RuSSi.

Multiplicity: 6
Kohn-Sham gap (spin up / spin down) in eV: 8.3 / 7.5
Expectation value of S²: 8.758
LUMO (spin up / spin down) in eV: 0.347 / -1.906

Atoms and positions in Å:
Ru: -0.54 0.46 0.15
S: -2.47 2.32 -0.10
Si: 1.74 1.44 0.08
O: 0.55 -2.07 0.09
O: -1.99 -1.33 0.36
O: -1.80 1.82 1.22
O: -1.72 1.59 -1.22
O: -2.23 3.71 -0.28
O: -3.81 1.83 -0.07
C: -3.42 -1.05 0.31
C: 1.99 1.81 -1.71
C: -1.57 -2.53 1.04
C: 1.49 3.14 0.78
C: 3.20 0.45 0.78
C: -0.47 -3.10 0.26
C: 1.40 -2.32 -1.03
H: -0.87 -3.44 -0.72
H: 1.78 3.35 1.78
H: 2.86 2.43 -1.84
H: -1.27 -2.24 2.09
H: 0.94 -2.08 -1.98
H: 1.09 2.30 -2.05
H: -2.40 -3.24 1.12
H: 1.66 -3.39 -1.02
H: 3.69 -0.12 -0.02
H: -3.81 -0.62 1.22
H: -3.95 -2.02 0.17
H: -3.56 -0.38 -0.54
H: 2.82 -0.39 1.36
H: 3.94 1.09 1.31
H: 2.13 0.88 -2.23
H: 0.45 3.45 0.76
H: 2.20 -1.59 -0.94
H: -0.03 -3.95 0.79
H: 1.97 3.80 0.09

For reference, the Löwdin charges in units of e are: atom 1 (Ru): 1.356, atom 2 (S): 0.258, atom 3 (Si): 0.435, atom 4 (O): -0.284, atom 5 (O): -0.331, atom 6 (O): -0.470, atom 7 (O): -0.465, atom 8 (O): -0.285, atom 9 (O): -0.315, atom 10 (C): -0.042, atom 11 (C): -0.236, atom 12 (C): -0.195, atom 13 (C): -0.212, atom 14 (C): -0.232, atom 15 (C): -0.192, atom 16 (C): -0.091, atom 17 (H): 0.148, atom 18 (H): 0.019, atom 19 (H): 0.035, atom 20 (H): 0.153, atom 21 (H): 0.088, atom 22 (H): 0.036, atom 23 (H): 0.133, atom 24 (H): 0.099, atom 25 (H): 0.014, atom 26 (H): 0.097, atom 27 (H): 0.100, atom 28 (H): 0.077, atom 29 (H): 0.007, atom 30 (H): 0.044, atom 31 (H): 0.009, atom 32 (H): 0.014, atom 33 (H): 0.064, atom 34 (H): 0.135, atom 35 (H): 0.031

DFT (ωB97M-V with the def2-TZVPD basis set) results for a gas-phase ion, C7H20BN3O2P (charge +1).

Multiplicity: 1
Kohn-Sham gap in eV: 8.2
SMILES: CNC[C@H]1C[C@H](P(C)O)[C@@H](B(N)O)[NH2+]1
LUMO in eV: -3.462
Total charge: +1
Energy above the lowest of the compared OMol25 structures with the same formula, charge and spin in kJ/mol: 445.9

Atoms and positions in Å:
P: -1.49 2.23 0.71
O: -0.11 2.03 1.80
O: -3.88 -1.10 1.58
N: -3.46 -2.72 -0.36
N: 3.09 -1.60 0.01
N: -0.34 -1.42 -0.31
C: 0.75 -0.36 -0.28
C: -1.51 0.72 -0.46
C: -1.55 -0.74 0.29
C: 0.00 0.84 -1.17
C: -1.08 3.86 -0.24
C: 2.23 -0.69 -0.90
C: 4.34 -0.78 0.37
B: -2.96 -1.55 0.47
H: -2.20 0.71 -1.40
H: -0.41 4.52 0.47
H: 0.66 1.77 -0.87
H: -0.41 3.67 -1.21
H: 2.61 -1.72 0.95
H: -0.55 -1.72 -1.30
H: 0.05 0.50 -2.31
H: 4.09 0.13 1.10
H: -2.02 4.49 -0.54
H: 0.90 -0.19 0.86
H: -3.85 -3.40 0.36
H: -1.21 -0.54 1.41
H: 4.87 -0.32 -0.59
H: -0.32 1.25 2.41
H: -2.60 -3.19 -0.73
H: -3.60 -0.13 1.73
H: 2.82 0.35 -0.92
H: 2.22 -1.07 -2.02
H: 5.15 -1.49 0.86
H: -0.21 -2.31 0.22

For reference, the Löwdin charges in units of e are: atom 1 (P): 0.902, atom 2 (O): -0.370, atom 3 (O): 0.036, atom 4 (N): 0.132, atom 5 (N): -0.156, atom 6 (N): 0.053, atom 7 (C): -0.239, atom 8 (C): -0.365, atom 9 (C): -0.182, atom 10 (C): -0.122, atom 11 (C): -0.281, atom 12 (C): -0.179, atom 13 (C): -0.164, atom 14 (B): -0.398, atom 15 (H): 0.145, atom 16 (H): 0.072, atom 17 (H): 0.118, atom 18 (H): 0.056, atom 19 (H): 0.095, atom 20 (H): 0.201, atom 21 (H): 0.147, atom 22 (H): 0.100, atom 23 (H): 0.068, atom 24 (H): 0.157, atom 25 (H): 0.116, atom 26 (H): 0.153, atom 27 (H): 0.103, atom 28 (H): 0.062, atom 29 (H): 0.064, atom 30 (H): 0.105, atom 31 (H): 0.129, atom 32 (H): 0.140, atom 33 (H): 0.103, atom 34 (H): 0.198

DFT (ωB97M-V with the def2-TZVPD basis set) results for a molecular structure, C7H20BeO11.

Multiplicity: 2
Kohn-Sham gap (spin up / spin down) in eV: 4.3 / 4.3
Expectation value of S²: 0.766
LUMO (spin up / spin down) in eV: 1.930 / 1.968
Total charge: -1
Energy above the lowest of the compared OMol25 structures with the same formula, charge and spin in kJ/mol: 9.1

Atoms and positions in Å:
O: 1.64 1.41 1.21
O: -2.19 -1.58 -1.11
O: 2.07 -3.63 -2.12
O: 0.68 -2.09 -2.44
O: 0.66 -3.01 -0.72
O: 0.13 -1.49 1.87
O: -1.71 0.60 0.66
O: 3.06 -1.06 0.69
O: 2.90 -0.02 -1.13
O: -0.27 1.21 -2.20
O: 4.29 -1.67 -0.89
C: 3.53 -0.85 -0.43
C: -1.66 1.73 1.50
C: -1.08 -2.13 2.22
C: 2.25 2.32 2.05
C: 0.19 2.50 -1.81
C: 1.06 -3.05 -1.85
C: -2.99 -0.72 -1.89
Be: 0.46 -0.48 -0.54
H: 2.27 0.72 0.99
H: 0.82 -1.68 2.50
H: 2.45 1.81 2.99
H: -2.19 1.54 2.43
H: 1.48 3.08 2.22
H: -2.48 -0.11 -2.64
H: -0.85 -2.94 2.90
H: 1.24 2.43 -2.12
H: -1.60 -2.43 1.31
H: -1.86 -2.25 -1.71
H: -0.38 3.21 -2.41
H: 3.14 2.82 1.68
H: -0.49 1.15 -3.14
H: 0.08 2.80 -0.77
H: -0.68 2.08 1.84
H: -1.79 -1.49 2.76
H: -2.62 0.29 0.65
H: -3.71 -1.41 -2.34
H: -3.49 -0.03 -1.21
H: -2.34 2.44 1.02

For reference, the Löwdin charges in units of e are: atom 1 (O): -0.175, atom 2 (O): -0.135, atom 3 (O): 0.189, atom 4 (O): 0.096, atom 5 (O): 0.127, atom 6 (O): -0.127, atom 7 (O): -0.144, atom 8 (O): -0.119, atom 9 (O): -0.067, atom 10 (O): -0.151, atom 11 (O): -0.022, atom 12 (C): -1.116, atom 13 (C): -0.130, atom 14 (C): -0.153, atom 15 (C): -0.176, atom 16 (C): -0.110, atom 17 (C): -1.152, atom 18 (C): -0.148, atom 19 (Be): 1.031, atom 20 (H): 0.003, atom 21 (H): 0.096, atom 22 (H): 0.081, atom 23 (H): 0.076, atom 24 (H): 0.062, atom 25 (H): 0.071, atom 26 (H): 0.085, atom 27 (H): 0.094, atom 28 (H): 0.069, atom 29 (H): 0.076, atom 30 (H): 0.077, atom 31 (H): 0.082, atom 32 (H): 0.092, atom 33 (H): 0.072, atom 34 (H): 0.073, atom 35 (H): 0.063, atom 36 (H): 0.070, atom 37 (H): 0.086, atom 38 (H): 0.071, atom 39 (H): 0.083

DFT (ωB97M-V with the def2-TZVPD basis set) results for a molecular structure, C7H20GaIN4.

Multiplicity: 1
Kohn-Sham gap in eV: 9.2
LUMO in eV: -6.310
Total charge: +2

Atoms and positions in Å:
I: -2.32 -0.56 -3.62
Ga: -0.16 -0.11 -1.17
N: -1.21 -1.68 -0.56
N: 0.37 -0.02 1.04
N: 2.05 -0.05 -1.12
N: -1.26 1.46 -0.68
C: 1.83 -0.20 1.32
C: -0.05 1.31 1.48
C: -1.56 -1.65 0.91
C: 2.61 0.50 0.20
C: -0.41 -1.06 1.76
C: -1.36 1.68 0.84
C: -0.21 -0.15 -3.18
H: -0.75 -2.57 -0.82
H: 2.02 0.23 2.35
H: -2.45 -0.99 0.96
H: 2.43 0.49 -1.92
H: -2.22 1.41 -1.03
H: -2.24 1.09 1.20
H: 2.41 -1.03 -1.25
H: 0.22 -1.95 1.96
H: 0.00 0.80 -3.66
H: 2.03 -1.30 1.35
H: 2.40 1.59 0.21
H: -0.07 1.35 2.59
H: -1.50 2.74 1.07
H: -2.03 -1.79 -1.13
H: -1.76 -2.63 1.33
H: 3.69 0.37 0.38
H: -0.82 2.31 -1.08
H: 0.73 2.02 1.16
H: 0.36 -0.98 -3.61
H: -0.79 -0.66 2.72

For reference, the Löwdin charges in units of e are: atom 1 (I): 0.853, atom 2 (Ga): 0.384, atom 3 (N): 0.020, atom 4 (N): -0.235, atom 5 (N): 0.016, atom 6 (N): 0.055, atom 7 (C): -0.138, atom 8 (C): -0.182, atom 9 (C): -0.130, atom 10 (C): -0.148, atom 11 (C): -0.129, atom 12 (C): -0.126, atom 13 (C): -0.644, atom 14 (H): 0.154, atom 15 (H): 0.163, atom 16 (H): 0.128, atom 17 (H): 0.127, atom 18 (H): 0.106, atom 19 (H): 0.139, atom 20 (H): 0.149, atom 21 (H): 0.139, atom 22 (H): -0.014, atom 23 (H): 0.142, atom 24 (H): 0.119, atom 25 (H): 0.161, atom 26 (H): 0.146, atom 27 (H): 0.028, atom 28 (H): 0.136, atom 29 (H): 0.142, atom 30 (H): 0.157, atom 31 (H): 0.132, atom 32 (H): -0.005, atom 33 (H): 0.154

DFT (ωB97M-V with the def2-TZVPD basis set) results for a molecular structure, C7H20N3OPb.

Multiplicity: 1
Kohn-Sham gap in eV: 3.2
LUMO in eV: 2.804
Total charge: -1
Energy above the lowest of the compared OMol25 structures with the same formula, charge and spin in kJ/mol: 0.0

Atoms and positions in Å:
Pb: 2.58 0.08 -0.50
O: 0.15 0.57 -0.33
N: -2.01 0.70 0.29
N: -0.78 -1.20 0.85
N: 1.93 1.80 -2.48
C: 4.66 0.52 -1.14
C: -2.09 1.95 -0.40
C: -3.18 0.29 1.03
C: -0.83 0.02 0.26
C: -2.00 -1.84 1.23
C: -2.83 -0.83 1.97
C: 0.45 -1.98 0.96
H: 2.41 -1.54 -1.40
H: -3.57 1.15 1.56
H: 1.46 2.67 -2.19
H: 1.17 -1.48 1.64
H: -2.54 -2.22 0.35
H: 5.16 -0.37 -0.70
H: 2.89 -0.90 1.03
H: 1.29 1.34 -3.14
H: -3.98 -0.03 0.33
H: 2.75 2.06 -3.00
H: -2.29 2.77 0.30
H: -1.73 -2.69 1.86
H: 0.90 -2.17 -0.02
H: -1.12 2.10 -0.89
H: 5.06 1.44 -0.67
H: -2.89 1.93 -1.15
H: 4.77 0.51 -2.23
H: -2.24 -0.43 2.80
H: -3.72 -1.29 2.39
H: 0.19 -2.94 1.40

For reference, the Löwdin charges in units of e are: atom 1 (Pb): 0.652, atom 2 (O): -0.231, atom 3 (N): -0.098, atom 4 (N): -0.090, atom 5 (N): -0.076, atom 6 (C): -0.491, atom 7 (C): -0.062, atom 8 (C): -0.186, atom 9 (C): -0.459, atom 10 (C): -0.176, atom 11 (C): -0.166, atom 12 (C): -0.119, atom 13 (H): -0.159, atom 14 (H): 0.112, atom 15 (H): 0.014, atom 16 (H): 0.012, atom 17 (H): 0.133, atom 18 (H): -0.069, atom 19 (H): -0.201, atom 20 (H): 0.011, atom 21 (H): 0.119, atom 22 (H): -0.007, atom 23 (H): 0.088, atom 24 (H): 0.110, atom 25 (H): 0.007, atom 26 (H): 0.074, atom 27 (H): -0.060, atom 28 (H): 0.084, atom 29 (H): -0.069, atom 30 (H): 0.123, atom 31 (H): 0.110, atom 32 (H): 0.070